{
  "formula": "C32H88BrO12PS10Si",
  "method": "ωB97M-V/def2-TZVPD",
  "elements": ["C", "C", "C", "C", "C", "C", "C", "C", "C", "Si", "C", "Br", "C", "C", "P", "O", "O", "H", "H", "H", "H", "H", "H", "H", "H", "H", "H", "H", "H", "H", "H", "H", "H", "H", "H", "H", "H", "H", "H", "H", "H", "H", "H", "H", "H", "C", "S", "O", "C", "H", "H", "H", "H", "H", "H", "C", "S", "O", "C", "H", "H", "H", "H", "H", "H", "C", "S", "O", "C", "H", "H", "H", "H", "H", "H", "C", "S", "O", "C", "H", "H", "H", "H", "H", "H", "C", "S", "O", "C", "H", "H", "H", "H", "H", "H", "C", "S", "O", "C", "H", "H", "H", "H", "H", "H", "C", "S", "O", "C", "H", "H", "H", "H", "H", "H", "C", "S", "O", "C", "H", "H", "H", "H", "H", "H", "C", "S", "O", "C", "H", "H", "H", "H", "H", "H", "C", "S", "O", "C", "H", "H", "H", "H", "H", "H"],
  "positions_angstrom": [[-3.740113, 5.411518, -3.445989], [-2.217048, 5.567325, -3.307690], [-1.695169, 4.689747, -2.151212], [-0.752344, 3.535004, -2.574807], [-1.190213, 2.156807, -2.066229], [-0.495942, 1.705983, -0.766258], [-1.396949, 0.687052, -0.056504], [-0.688458, -0.346912, 0.817101], [-0.399790, 0.136917, 2.269243], [-1.010017, -0.950185, 3.661631], [0.143089, -1.085562, 5.172595], [1.854020, -0.205511, 4.906718], [-0.555598, -0.642045, 6.469507], [-0.656202, 0.890236, 6.627719], [-1.386484, -3.097151, 3.096918], [-2.768892, -3.047341, 2.191071], [-1.923618, -3.696466, 4.557993], [-4.155398, 6.023910, -4.244622], [-4.170580, 5.689582, -2.482608], [-3.974197, 4.356932, -3.609096], [-1.721090, 5.335600, -4.251799], [-2.023021, 6.616115, -3.075829], [-2.551403, 4.228419, -1.656315], [-1.184645, 5.321134, -1.421177], [0.286147, 3.736752, -2.304648], [-0.777618, 3.497822, -3.667016], [-0.997726, 1.392267, -2.819092], [-2.267462, 2.175463, -1.895483], [-0.298342, 2.564110, -0.119101], [0.426787, 1.224297, -1.073378], [-1.899782, 0.118002, -0.847096], [-2.196620, 1.197024, 0.489383], [-1.308691, -1.248798, 0.810500], [0.262872, -0.647172, 0.376922], [0.673498, 0.312467, 2.344518], [-0.856940, 1.122392, 2.392406], [-2.272573, -0.335869, 4.171525], [0.399857, -2.137421, 5.314903], [0.055619, -1.050950, 7.278559], [-1.535572, -1.117483, 6.521495], [-1.655102, 1.139706, 6.981030], [-0.460369, 1.408084, 5.691900], [0.043021, 1.211965, 7.390797], [-2.828765, -3.885337, 1.728303], [-2.710910, -3.195600, 4.808821], [-6.369884, 1.408799, -4.779662], [-5.146250, 1.732253, -3.505674], [-3.819154, 1.719609, -4.177249], [-5.316310, 0.165308, -2.643987], [-6.382397, 2.276111, -5.439375], [-6.098963, 0.523548, -5.336972], [-7.349473, 1.281036, -4.321685], [-5.112521, -0.653106, -3.330836], [-6.326441, 0.077889, -2.244175], [-4.594030, 0.160179, -1.828494], [2.890984, -2.539941, -1.883632], [2.201932, -1.297614, -2.980314], [1.398016, -0.383786, -2.130519], [1.039960, -2.380991, -3.822714], [3.613597, -2.040306, -1.236458], [2.090371, -2.975047, -1.282969], [3.389633, -3.309061, -2.475017], [0.364824, -2.829011, -3.093282], [1.590105, -3.152347, -4.362093], [0.473076, -1.774553, -4.526679], [4.165165, -2.463991, 1.931297], [5.382812, -1.265092, 1.383017], [4.921070, -0.739157, 0.064158], [6.684836, -2.444533, 1.037254], [3.240804, -1.939540, 2.164863], [3.986023, -3.188092, 1.135603], [4.528033, -2.968407, 2.827522], [6.338360, -3.170895, 0.301084], [6.977366, -2.947264, 1.959668], [7.531986, -1.895094, 0.636796], [8.133146, 0.201405, -2.215234], [8.233760, -1.588670, -2.164824], [9.051706, -1.943209, -0.967683], [9.311876, -1.777462, -3.584459], [7.523368, 0.523189, -1.372825], [9.135542, 0.622691, -2.136228], [7.658700, 0.508492, -3.146907], [10.236672, -1.225209, -3.418300], [8.805854, -1.411922, -4.477371], [9.534758, -2.833548, -3.707697], [-3.040013, 2.157530, 10.215154], [-1.913312, 3.454027, 9.683633], [-0.690530, 2.782726, 9.176367], [-1.535734, 4.059911, 11.333652], [-3.367355, 1.617925, 9.328938], [-2.520515, 1.478057, 10.890926], [-3.901663, 2.606143, 10.709565], [-1.120484, 3.249693, 11.932910], [-2.443660, 4.450803, 11.793148], [-0.803281, 4.857896, 11.234268], [-5.691295, -3.622864, -4.963981], [-6.491222, -2.319096, -5.903002], [-7.147739, -1.413982, -4.914736], [-7.780934, -3.355406, -6.597012], [-4.871062, -3.177803, -4.403825], [-6.414504, -4.065829, -4.278400], [-5.300254, -4.372516, -5.651684], [-8.345535, -3.815560, -5.784156], [-7.327891, -4.114665, -7.234504], [-8.434854, -2.720386, -7.191238], [-11.662820, -2.626024, -2.134502], [-10.378412, -2.369580, -3.365463], [-9.453738, -3.532922, -3.273258], [-9.579712, -0.993601, -2.539046], [-12.257885, -3.481798, -2.445853], [-11.204665, -2.827099, -1.166153], [-12.294475, -1.739270, -2.082791], [-9.260938, -1.302622, -1.543092], [-10.275010, -0.155966, -2.477020], [-8.714894, -0.718704, -3.141214], [0.123817, 9.855247, -2.772347], [-0.443993, 8.826036, -1.412529], [-1.835223, 8.418155, -1.731439], [-0.549403, 10.153257, -0.204106], [0.214667, 9.221142, -3.651618], [-0.603498, 10.645236, -2.959622], [1.096723, 10.279596, -2.523894], [-1.229854, 10.923373, -0.567436], [0.444237, 10.567994, -0.033769], [-0.932481, 9.729148, 0.721407], [12.690319, -5.354784, -6.780572], [11.554450, -4.939468, -5.451779], [10.972975, -3.610764, -5.779092], [12.815407, -4.663668, -4.201539], [12.102558, -5.524308, -7.679971], [13.380939, -4.526993, -6.940774], [13.233583, -6.263301, -6.520827], [13.497492, -3.883321, -4.538845], [13.354906, -5.593249, -4.020404], [12.315651, -4.347409, -3.288056], [1.669390, -4.718898, 7.263719], [2.896692, -3.564508, 6.635498], [4.038178, -4.372395, 6.132159], [3.375629, -2.908840, 8.238026], [1.265564, -5.268788, 6.416175], [2.140970, -5.409691, 7.963075], [0.869031, -4.163567, 7.753891], [3.731257, -3.721039, 8.872276], [2.520107, -2.410697, 8.694665], [4.174117, -2.188003, 8.076540]],
  "atomic_forces_ev_per_a": [[0.581, -0.307, 0.242], [-0.412, 0.277, 0.263], [0.564, -0.204, -0.164], [-0.472, -0.050, -0.592], [0.365, 0.277, 0.545], [-0.684, -0.029, -0.242], [0.343, -0.395, -0.542], [-0.215, -0.113, 0.520], [0.226, 0.005, -0.670], [-0.265, 0.994, -0.071], [-0.648, -0.578, 0.135], [0.160, 0.056, 0.096], [0.922, 0.402, -0.213], [-0.345, -0.784, 0.258], [0.739, -0.898, -0.086], [-0.001, 0.342, 0.304], [-0.164, 0.417, -0.310], [-0.089, 0.015, 0.009], [-0.267, 0.147, -0.122], [-0.116, 0.075, -0.183], [0.058, -0.126, 0.015], [0.090, -0.099, -0.139], [-0.056, 0.155, 0.165], [-0.137, 0.022, 0.107], [0.020, -0.007, 0.087], [0.095, -0.006, -0.027], [-0.074, -0.045, -0.039], [-0.117, -0.006, -0.166], [0.147, 0.008, 0.015], [0.247, 0.119, 0.357], [-0.029, 0.047, -0.054], [0.023, -0.019, 0.129], [-0.022, -0.003, 0.158], [-0.061, 0.088, -0.276], [0.013, -0.021, 0.270], [-0.053, -0.006, 0.208], [-0.063, -0.185, 0.085], [0.138, -0.012, -0.208], [-0.211, 0.029, 0.217], [-0.017, -0.080, -0.102], [0.017, 0.245, -0.031], [-0.020, 0.095, -0.014], [0.052, 0.311, -0.125], [-0.145, -0.122, -0.252], [-0.078, -0.083, 0.326], [0.017, 0.403, -0.042], [-0.056, 0.072, 0.003], [0.009, -0.064, -0.045], [0.065, -0.083, 0.068], [0.039, 0.060, 0.097], [0.054, -0.108, 0.009], [-0.010, -0.045, -0.001], [-0.033, 0.015, -0.053], [-0.009, 0.000, -0.015], [0.010, 0.070, -0.015], [0.037, -0.093, 0.053], [0.209, -0.049, -0.001], [-0.123, -0.061, -0.014], [-0.071, -0.069, -0.021], [-0.010, 0.091, -0.060], [-0.050, 0.032, -0.041], [0.004, 0.010, -0.021], [0.015, 0.031, 0.037], [0.014, 0.012, -0.004], [0.018, 0.032, 0.020], [-0.133, -0.114, 0.018], [0.025, -0.027, 0.161], [0.027, -0.066, -0.105], [-0.021, -0.028, 0.109], [0.015, 0.091, -0.001], [0.039, 0.015, -0.021], [0.017, 0.033, 0.013], [-0.041, 0.040, -0.017], [-0.030, 0.029, 0.022], [0.054, -0.046, -0.015], [0.003, 0.101, 0.033], [-0.015, -0.021, -0.115], [0.121, 0.052, -0.007], [0.016, 0.050, -0.038], [-0.047, -0.056, -0.010], [0.019, -0.055, 0.004], [-0.030, -0.014, 0.006], [-0.015, 0.008, 0.050], [-0.008, -0.034, -0.016], [-0.032, -0.007, -0.017], [-0.046, -0.060, 0.068], [-0.034, 0.067, -0.035], [0.021, 0.003, 0.124], [-0.006, -0.001, 0.102], [0.023, 0.030, -0.030], [0.041, 0.018, -0.017], [-0.006, 0.009, -0.018], [0.010, -0.023, -0.040], [-0.002, 0.014, -0.017], [0.001, -0.003, -0.048], [-0.011, -0.076, 0.122], [-0.036, -0.079, -0.020], [-0.092, -0.221, 0.002], [-0.133, -0.086, 0.042], [0.001, 0.038, -0.034], [-0.042, 0.053, -0.012], [0.012, 0.022, -0.018], [0.019, 0.057, 0.047], [0.020, 0.025, -0.015], [0.035, 0.038, -0.003], [-0.025, -0.004, 0.095], [0.070, 0.018, -0.140], [-0.018, -0.069, 0.016], [0.091, 0.105, 0.064], [0.025, -0.005, -0.038], [0.038, -0.007, -0.021], [-0.001, 0.003, -0.021], [-0.012, -0.046, -0.013], [-0.016, -0.012, -0.018], [-0.005, -0.087, -0.057], [0.028, 0.091, -0.049], [0.064, -0.080, 0.024], [-0.034, 0.185, 0.078], [0.004, 0.103, 0.030], [-0.015, -0.043, 0.026], [-0.033, -0.027, 0.024], [0.008, -0.021, 0.001], [-0.018, -0.032, -0.030], [0.007, -0.020, 0.006], [-0.002, -0.046, -0.019], [0.088, -0.006, -0.046], [-0.008, -0.067, 0.020], [0.015, 0.039, 0.008], [0.079, 0.015, 0.038], [-0.042, 0.007, 0.022], [-0.030, 0.027, 0.024], [-0.018, -0.010, 0.004], [-0.034, 0.012, -0.033], [-0.019, -0.010, 0.007], [-0.041, -0.006, -0.018], [-0.024, -0.070, 0.082], [-0.115, 0.047, -0.094], [0.029, -0.024, 0.033], [0.018, 0.002, 0.097], [0.015, 0.034, -0.034], [0.037, 0.012, -0.017], [-0.007, 0.014, -0.027], [0.006, -0.026, -0.040], [-0.002, 0.021, -0.027], [-0.011, 0.004, -0.050]],
  "lowdin_charge": [-0.11, -0.25, -0.20, -0.19, -0.22, -0.20, -0.22, -0.26, -0.32, 0.52, -0.84, 0.69, -0.35, -0.13, 0.68, -0.35, -0.37, 0.07, 0.07, 0.03, 0.10, 0.06, 0.10, 0.10, 0.11, 0.10, 0.11, 0.08, 0.11, 0.07, 0.10, 0.11, 0.07, 0.09, 0.03, 0.07, 0.01, 0.01, 0.09, 0.09, 0.06, 0.06, 0.05, 0.03, 0.03, -0.27, 0.80, -0.54, -0.25, 0.05, 0.02, 0.05, 0.04, 0.05, 0.04, -0.27, 0.83, -0.54, -0.27, 0.01, 0.06, 0.05, 0.05, 0.05, 0.05, -0.26, 0.82, -0.57, -0.27, 0.03, 0.05, 0.06, 0.06, 0.06, 0.01, -0.26, 0.80, -0.56, -0.28, 0.05, 0.06, 0.06, 0.06, 0.06, 0.03, -0.27, 0.81, -0.55, -0.27, 0.04, 0.06, 0.05, 0.06, 0.05, 0.05, -0.26, 0.83, -0.57, -0.26, 0.05, 0.06, 0.05, 0.05, 0.05, 0.05, -0.27, 0.80, -0.56, -0.27, 0.05, 0.06, 0.05, 0.06, 0.06, 0.01, -0.27, 0.81, -0.55, -0.27, 0.05, 0.06, 0.05, 0.06, 0.05, 0.05, -0.27, 0.80, -0.56, -0.27, 0.05, 0.06, 0.05, 0.06, 0.05, 0.05, -0.26, 0.76, -0.55, -0.26, 0.05, 0.06, 0.05, 0.06, 0.05, 0.05],
  "charge": 0,
  "spin_multiplicity": 1,
  "largest_force_ev_per_a": 1.2,
  "e_homo_ev": -8.214,
  "gap_ev": 8.73,
  "e_lumo_ev": 0.52
}